Entry 1:
ORCA calculation (ωB97M-V/def2-TZVPD) on a single C5H10O2 molecule.

The geometry in XYZ format:
```
17
Properties=species:S:1:pos:R:3:forces:R:3:mulliken_charge:R:1
C 0.817 1.757 1.068 0.01 0.05 -0.02 -1.318
C 0.643 0.251 0.901 0.25 0.05 -0.11 0.007
O -0.458 -0.213 1.664 -0.20 0.11 -0.02 -0.584
C 0.438 -0.110 -0.567 0.24 0.04 0.11 0.201
C -0.020 -1.545 -0.871 0.05 -0.11 0.01 -0.678
C -1.339 -0.884 -1.285 -0.23 -0.23 -0.11 -0.395
O -0.821 0.434 -1.025 -0.05 0.13 -0.03 -0.481
H 0.783 2.022 2.129 0.04 -0.05 -0.16 0.344
H 1.767 2.104 0.648 -0.12 -0.07 0.03 0.361
H 0.004 2.279 0.548 0.12 -0.06 0.11 0.300
H 1.521 -0.286 1.283 -0.12 0.06 -0.07 0.383
H -1.222 0.286 1.340 0.03 -0.13 0.09 0.375
H 1.274 0.257 -1.179 -0.12 -0.03 0.12 0.446
H 0.519 -2.039 -1.681 -0.06 0.08 0.14 0.296
H -0.080 -2.198 0.002 0.02 0.11 -0.13 0.227
H -2.196 -1.111 -0.640 0.10 0.02 -0.11 0.233
H -1.629 -1.003 -2.335 0.05 0.03 0.16 0.281
```
Forces are in eV/Å.

Calculated values
Electronic energy ... -9441.0847 eV
Energy above the lowest of the compared OMol25 structures with the same formula, charge and spin ... 189.0 kJ/mol
E_LUMO ... 1.05 eV
Frontier orbital gap ... 10.74 eV
Structure (SMILES) ... C[C@@H](O)[C@H]1CCO1
Highest occupied orbital energy ... -0.356 hartree

---

Entry 2:
ORCA calculation (ωB97M-V/def2-TZVPD) on a single C18H27N5O7S molecule.

The geometry in XYZ format:
```
58
Properties=species:S:1:pos:R:3:forces:R:3:mulliken_charge:R:1
C 2.341 -1.092 2.186 -0.05 -0.32 0.08 -0.552
C 2.312 -2.610 2.039 0.03 0.27 0.09 -0.832
N 2.426 -3.012 0.647 0.00 0.08 -0.07 0.803
C 3.155 -4.251 0.442 0.28 0.06 -0.01 -0.879
C 4.662 -4.008 0.446 -0.28 -0.19 -0.01 -1.218
C 1.192 -2.918 -0.107 0.04 0.01 -0.33 -1.059
C 1.486 -2.365 -1.508 -0.33 -0.23 0.08 -0.821
N 2.002 -1.028 -1.373 0.31 0.14 0.25 -0.068
C 1.342 0.066 -1.736 0.08 -0.29 -0.19 0.632
O 0.359 0.112 -2.468 -0.02 -0.03 -0.14 -0.805
C 1.914 1.337 -1.109 0.07 0.34 -0.19 0.478
O 2.881 1.327 -0.375 0.02 0.00 0.17 -0.664
N 1.200 2.424 -1.467 -0.26 -0.12 -0.20 -0.132
C 1.163 3.605 -0.649 0.07 0.06 0.51 -1.126
C 0.328 3.319 0.614 0.97 -0.39 -0.24 0.200
O 0.117 4.497 1.347 0.15 0.04 -0.22 -0.495
C -1.228 4.508 1.779 -0.41 -0.12 0.16 -0.527
C -1.963 3.776 0.653 -0.29 0.63 0.18 -0.540
N -0.985 2.783 0.237 -0.19 -1.04 0.15 0.290
S -1.283 1.252 0.891 -0.33 0.28 -0.33 0.767
O -0.164 0.423 0.558 -0.01 0.01 -0.21 -0.218
O -1.668 1.344 2.270 -0.26 0.07 0.06 -0.737
C -2.707 0.749 -0.075 0.23 0.18 0.31 -0.082
C -3.953 0.744 0.528 0.09 0.00 0.09 -0.285
C -5.063 0.372 -0.209 -0.16 -0.11 -0.29 -0.652
C -4.891 0.009 -1.540 1.04 0.35 0.74 0.021
N -6.052 -0.378 -2.318 -0.38 -0.11 -0.25 1.022
O -7.129 -0.343 -1.766 -0.28 -0.01 0.08 -0.614
O -5.869 -0.706 -3.468 0.00 -0.09 -0.27 -0.604
C -3.636 -0.002 -2.138 -0.28 -0.04 -0.02 -0.829
C -2.530 0.374 -1.395 0.04 -0.02 -0.01 -0.383
H 1.499 -0.626 1.680 -0.01 0.04 0.00 -0.273
H 2.296 -0.824 3.239 -0.04 0.11 0.14 0.491
H 3.258 -0.691 1.763 0.11 0.06 -0.05 0.291
H 1.392 -3.012 2.497 0.09 -0.07 0.01 0.311
H 3.160 -3.032 2.582 -0.06 -0.05 0.01 0.452
H 2.872 -4.662 -0.529 -0.04 -0.04 0.04 0.422
H 2.897 -5.002 1.207 -0.07 0.01 -0.10 0.391
H 5.191 -4.938 0.250 0.14 -0.09 0.02 0.429
H 4.992 -3.619 1.406 0.08 0.05 0.11 0.299
H 4.922 -3.285 -0.322 0.05 0.08 -0.08 0.256
H 0.521 -2.216 0.392 -0.04 -0.06 0.00 0.419
H 0.679 -3.889 -0.192 -0.01 0.06 0.06 0.363
H 0.576 -2.317 -2.110 0.11 -0.06 -0.02 0.469
H 2.227 -2.988 -2.016 -0.13 -0.03 -0.02 0.350
H 2.728 -0.903 -0.675 -0.02 0.09 -0.08 0.224
H 0.366 2.200 -2.000 0.16 -0.02 0.07 0.353
H 0.719 4.430 -1.207 0.04 -0.01 0.04 0.396
H 2.179 3.863 -0.345 -0.10 0.10 -0.07 0.360
H 0.849 2.558 1.216 0.06 0.24 -0.08 0.279
H -1.337 3.952 2.720 0.00 0.12 -0.08 0.291
H -1.530 5.546 1.912 -0.05 -0.08 0.00 0.387
H -2.172 4.442 -0.188 -0.07 -0.06 0.11 0.360
H -2.878 3.289 0.983 -0.11 0.18 -0.03 0.379
H -4.032 1.014 1.570 -0.10 0.03 0.10 0.593
H -6.052 0.354 0.223 0.01 0.01 0.02 0.492
H -3.542 -0.304 -3.170 0.02 0.00 -0.01 0.533
H -1.538 0.351 -1.823 0.07 0.00 -0.12 0.592
```
Forces are in eV/Å.

Calculated values
Electronic energy ... -51720.0468 eV
Energy above the lowest of the compared OMol25 structures with the same formula, charge and spin ... 9.9 kJ/mol
E_LUMO ... -1.11 eV
Frontier orbital gap ... 7.39 eV
Structure (SMILES) ... CCN(CC)CCNC(=O)C(=O)NC[C@H]1OCCN1S(=O)(=O)c1ccc([N+](=O)[O-])cc1
Highest occupied orbital energy ... -0.312 hartree

---

Entry 3:
ORCA calculation (ωB97M-V/def2-TZVPD) on a single C15H16Cl2N2O2 molecule.

The geometry in XYZ format:
```
37
Properties=species:S:1:pos:R:3:forces:R:3:mulliken_charge:R:1
O -0.299 -0.269 3.329 -0.20 0.10 0.42 -0.674
C 0.105 -0.155 2.191 -0.01 0.08 -0.44 0.389
C -0.590 0.721 1.150 -0.14 -0.01 0.09 -0.428
N -0.332 0.248 -0.200 0.01 0.42 -0.15 -0.347
C -1.071 -0.943 -0.569 -0.26 -0.13 -0.09 -0.661
C -2.567 -0.725 -0.895 0.35 -0.04 0.15 -1.199
C -2.730 0.087 -2.144 -0.08 0.12 0.14 -0.030
C -2.583 -0.522 -3.387 -0.04 0.16 0.00 -0.221
C -2.679 0.187 -4.568 0.00 0.06 -0.05 -0.805
C -2.928 1.550 -4.518 0.01 -0.13 0.31 0.421
Cl -3.053 2.460 -5.979 -0.02 0.11 -0.18 -0.210
C -3.081 2.193 -3.302 0.01 0.01 -0.12 -0.837
C -2.978 1.458 -2.130 0.01 -0.19 -0.29 0.765
Cl -3.188 2.310 -0.635 -0.03 0.12 0.14 -0.184
N 1.203 -0.772 1.715 0.30 -0.23 -0.23 -0.038
C 2.079 -1.573 2.546 0.11 0.07 -0.02 -0.940
C 3.401 -0.909 2.746 -0.34 0.41 0.72 0.411
C 3.788 0.103 3.576 -0.28 -0.53 -0.32 -0.378
C 5.154 0.347 3.293 0.27 -0.27 -0.41 -0.463
C 5.494 -0.531 2.312 0.41 0.64 0.43 -0.426
O 4.441 -1.292 1.971 -0.21 -0.37 -0.27 -0.348
H -0.171 1.726 1.251 -0.07 -0.04 0.02 0.422
H -1.654 0.779 1.417 0.14 -0.04 0.05 0.229
H -0.516 0.984 -0.874 0.13 -0.02 0.08 0.290
H -0.581 -1.372 -1.450 -0.07 -0.13 0.09 0.478
H -0.988 -1.655 0.255 0.04 -0.07 -0.09 0.312
H -3.054 -0.235 -0.053 -0.06 -0.10 0.00 0.436
H -3.027 -1.704 -1.036 -0.06 -0.01 0.02 0.429
H -2.393 -1.584 -3.423 0.02 -0.13 0.00 0.415
H -2.565 -0.308 -5.519 0.00 -0.02 -0.10 0.418
H -3.278 3.252 -3.263 -0.02 0.08 0.00 0.430
H 1.463 -0.581 0.758 -0.12 0.03 0.03 0.263
H 1.566 -1.689 3.504 0.14 -0.08 -0.14 0.405
H 2.234 -2.552 2.082 -0.04 0.05 0.14 0.292
H 3.174 0.603 4.296 -0.20 0.07 0.15 0.514
H 5.789 1.073 3.758 0.20 0.12 0.05 0.411
H 6.416 -0.709 1.795 0.07 -0.10 -0.12 0.460
```
Forces are in eV/Å.

Calculated values
Electronic energy ... -47934.9484 eV
Energy above the lowest of the compared OMol25 structures with the same formula, charge and spin ... 0.0 kJ/mol
E_LUMO ... 0.68 eV
Frontier orbital gap ... 9.26 eV
Structure (SMILES) ... O=C(CNCCc1ccc(Cl)cc1Cl)NCc1ccco1
Highest occupied orbital energy ... -0.315 hartree

---

Look up the highest occupied orbital energy of the third one. -0.315 hartree

---

frontier orbital gap of number 2 (C18H27N5O7S)? 7.39 eV

---

What is the E_LUMO in the third record? 0.68 eV

---

energy above the lowest of the compared OMol25 structures with the same formula, charge and spin of number 3 (C15H16Cl2N2O2)? 0.0 kJ/mol